No. 1
Below is a molecular structure, C7H28AgO7 in a non-equilibrium geometry, with properties calculated with the ωB97M-V functional and the def2-TZVPD basis.

The geometry in XYZ format:
```
43
C7H28AgO7 (the ωB97M-V functional and the def2-TZVPD basis)
Ag -6.4456 -10.2342 2.8699
C -8.2942 -9.7037 0.1128
O -7.8448 -9.1276 1.2954
H -7.9203 -9.1732 -0.7630
H -8.0221 -10.7578 0.0590
H -9.3816 -9.6399 0.0740
H -8.3523 -8.3132 1.3227
C -4.3009 -10.3721 0.2419
O -5.0327 -9.4687 1.1167
H -3.2179 -10.2754 0.3176
H -4.4939 -11.4144 0.4956
H -4.5617 -10.2061 -0.8033
H -4.9507 -8.5645 0.8048
C -6.2090 -13.4592 1.5801
O -7.0254 -12.3638 2.0184
H -6.4341 -13.7315 0.5489
H -5.1488 -13.2166 1.5076
H -6.3214 -14.3046 2.2589
H -7.9037 -12.7504 2.0469
C -6.7949 -9.6882 6.2545
O -6.3570 -10.5095 5.1806
H -5.9354 -9.3632 6.8407
H -7.3032 -8.8078 5.8613
H -7.4933 -10.1882 6.9256
H -6.5291 -11.3535 5.6047
C -3.3063 -10.3611 3.7564
O -4.3563 -11.3006 3.3297
H -2.4224 -10.4370 3.1231
H -3.7321 -9.3585 3.7969
H -3.1109 -10.6160 4.7980
H -3.8344 -12.0733 3.5579
C -6.3670 -6.7320 3.1245
O -5.8117 -7.9072 3.6830
H -6.9289 -7.0255 2.2379
H -7.0832 -6.2456 3.7867
H -5.5620 -6.0379 2.8827
H -5.2460 -7.7143 4.4342
C -9.5951 -9.4647 3.9692
O -8.6313 -10.5143 3.7556
H -10.4314 -9.9038 3.4252
H -9.7560 -9.2867 5.0324
H -9.3581 -8.5019 3.5163
H -9.0896 -11.2896 4.0877
```

Its spin multiplicity is 2. As for the expectation value of S²: 0.75. Its HOMO energy (alpha / beta) is -0.635 / -0.630 Ha. As for the gap between HOMO and LUMO (alpha / beta): 11.519 / 5.944 eV. Its net charge is +2. The calculation puts the total energy at -26023.92176 eV.

---

No. 2
Below is 8 unconnected molecules or ions with the total composition C7H28FN14O7 in a non-equilibrium geometry, with properties calculated with the ωB97M-V functional and the def2-TZVPD basis.

The geometry in XYZ format:
```
57
C7H28FN14O7 (the ωB97M-V functional and the def2-TZVPD basis)
F 0.5343 -0.6775 0.1433
C -0.6200 -4.0863 0.3198
O -0.7429 -5.2849 0.6612
N -1.5892 -3.3931 -0.2664
N 0.5438 -3.4572 0.5529
H -1.4633 -2.4452 -0.5725
H -2.4028 -3.8685 -0.6103
H 1.2986 -3.7888 1.1193
H 0.5236 -2.4605 0.3181
C -0.0163 3.5853 1.5135
O 0.7650 4.5128 1.6739
N -1.2055 3.7909 0.8840
N 0.2801 2.2788 1.8216
H -1.8716 3.0413 0.7699
H -1.1564 4.7021 0.4614
H -0.4060 1.5430 1.8221
H 1.2271 1.9518 1.7368
C 2.4783 -0.8284 -3.3033
O 2.9505 -0.5155 -4.4027
N 3.2486 -1.5163 -2.4078
N 1.1774 -0.7579 -2.9943
H 2.7423 -2.1126 -1.7754
H 4.2405 -1.5714 -2.5210
H 0.4813 -0.4564 -3.6441
H 1.0294 -1.0156 -2.0266
C 1.2484 2.3125 -2.2043
O 1.8049 2.8427 -3.1720
N -0.0565 1.9747 -2.2735
N 1.7706 1.8703 -1.0372
H -0.5273 1.9999 -3.1565
H -0.4336 1.6050 -1.4203
H 2.7716 1.8536 -0.9584
H 1.1426 1.1650 -0.6869
C 3.3866 -0.5307 2.3540
O 4.3754 -0.1175 2.9716
N 2.3322 -1.2013 2.8807
N 3.1769 -0.2108 1.0353
H 1.4380 -1.2520 2.4255
H 2.5565 -1.3047 3.8626
H 3.9812 -0.0936 0.4488
H 2.2052 -0.4092 0.8150
C -3.1489 0.9634 -1.3555
O -2.7771 1.9001 -0.6829
N -4.1569 0.8924 -2.2839
N -2.4248 -0.1899 -1.4806
H -4.7502 1.6852 -2.4527
H -4.3915 -0.0070 -2.6498
H -2.8364 -0.9577 -1.9721
H -1.5937 -0.2996 -0.9119
C -1.6949 -0.3562 3.1091
O -0.6751 -0.6091 3.7486
N -1.7324 -0.2537 1.7666
N -2.8657 0.0425 3.6897
H -0.8961 -0.4584 1.2200
H -2.5560 0.1273 1.3431
H -3.6949 0.1842 3.1441
H -3.0247 -0.3375 4.6102
```

Its HOMO energy is -0.248 Ha. As for the gap between HOMO and LUMO: 8.424 eV. Its net charge is -1. The calculation puts the total energy at -45634.28374 eV. Its relative energy (zero: lowest compared OMol25 entry of this formula, charge and spin) is 154.6 kJ/mol.

---

No. 3
Below is 8 unconnected molecules or ions with the total composition C7H28FO7 in a non-equilibrium geometry, with properties calculated with the ωB97M-V functional and the def2-TZVPD basis.

The geometry in XYZ format:
```
43
C7H28FO7 (the ωB97M-V functional and the def2-TZVPD basis)
F -27.9688 8.9204 -25.5702
C -29.6211 5.2654 -27.7810
O -30.3371 6.4570 -27.6308
H -28.6814 5.3614 -28.3311
H -29.3835 4.7827 -26.8222
H -30.2891 4.5577 -28.2799
H -29.7707 7.1790 -27.3333
C -29.5620 8.7652 -22.6333
O -28.9312 9.9508 -23.0694
H -29.8585 8.1380 -23.4755
H -28.8781 8.1690 -22.0238
H -30.4541 9.0041 -22.0555
H -28.5028 9.7420 -23.9176
C -28.2478 11.5803 -27.8660
O -27.7687 11.5233 -26.5262
H -28.4615 12.6090 -28.1452
H -27.4800 11.1928 -28.5468
H -29.1211 10.9317 -27.9570
H -27.8473 10.5972 -26.2239
C -26.9921 5.5684 -24.1983
O -28.1990 6.2410 -24.4396
H -26.4880 6.0110 -23.3326
H -27.1411 4.4980 -24.0618
H -26.2653 5.6457 -25.0188
H -28.0063 7.1081 -24.8266
C -26.2716 7.4212 -28.1535
O -27.5006 8.1204 -28.1626
H -26.1214 7.0841 -29.1808
H -25.4491 8.0787 -27.8592
H -26.2728 6.5450 -27.4970
H -27.5448 8.6726 -27.3626
C -31.4738 9.4235 -25.7083
O -30.4559 9.2258 -26.6575
H -31.4882 8.5892 -24.9963
H -31.4342 10.3964 -25.2171
H -32.4377 9.3021 -26.2123
H -29.5906 9.1434 -26.1980
C -25.3161 9.9330 -23.5830
O -25.9575 8.6662 -23.6672
H -24.3024 9.7555 -23.2135
H -25.2428 10.4322 -24.5513
H -25.8303 10.5726 -22.8596
H -26.7189 8.8176 -24.2637
```

Its HOMO energy is -0.245 Ha. As for the gap between HOMO and LUMO: 10.039 eV. Its net charge is -1. The calculation puts the total energy at -24763.75865 eV. Its relative energy (zero: lowest compared OMol25 entry of this formula, charge and spin) is 0.0 kJ/mol.

---

No. 4
Below is a molecular structure, C7H28Fe2O19S3 in a non-equilibrium geometry, with properties calculated with the ωB97M-V functional and the def2-TZVPD basis.

The geometry in XYZ format:
```
59
C7H28Fe2O19S3 (the ωB97M-V functional and the def2-TZVPD basis)
Fe -2.7240 -0.0810 -0.5551
Fe 1.0088 -2.5713 0.2089
S -0.1917 0.4947 0.2094
O 0.4426 1.7089 0.6702
O 0.7176 -0.6457 0.2987
O -1.4436 0.2215 0.9816
O -0.8752 0.6152 -1.1225
S 3.2358 -3.9710 0.2898
O 3.7118 -4.4782 1.5501
O 4.0700 -4.2601 -0.8473
O 1.7828 -4.3377 0.0072
O 2.9233 -2.4701 0.3971
S -2.2188 -2.6684 -0.4896
O -3.0642 -1.7692 0.3940
O -2.8422 -3.8885 -0.8649
O -2.0744 -1.6381 -1.5813
O -0.8941 -2.8787 0.1255
C 1.4462 3.3066 -2.0636
O 2.1642 3.4332 -0.8513
H 1.2800 2.2556 -2.3275
H 0.4545 3.7798 -2.0020
H 2.0065 3.8214 -2.8400
H 1.6436 2.9571 -0.1916
C -1.1729 2.7363 3.5641
O -0.3360 3.5221 2.7369
H -1.8683 3.4154 4.0591
H -1.8054 2.0860 2.9404
H -0.6639 2.0938 4.2841
H -0.0959 3.0000 1.9621
C -2.2645 0.5901 -3.5998
O -3.2570 0.6494 -2.5455
H -1.7261 -0.3435 -3.4829
H -2.7409 0.6726 -4.5730
H -1.5371 1.3940 -3.4799
H -3.9210 1.2878 -2.8214
C 0.7140 -3.3748 -2.8148
O 1.1051 -2.3369 -1.8854
H -0.1810 -3.0739 -3.3642
H 1.5332 -3.5157 -3.5170
H 0.4961 -4.2787 -2.2576
H 1.4386 -1.6030 -2.4082
C 0.2921 -1.8132 3.2373
O 0.9682 -2.6413 2.2855
H -0.4420 -1.1828 2.7448
H -0.2098 -2.4122 3.9990
H 0.9997 -1.1532 3.7454
H 1.5358 -3.2304 2.7989
C -2.5888 3.0846 -0.4091
O -3.2981 1.8990 0.0284
H -3.2397 3.7378 -0.9929
H -2.2538 3.6565 0.4581
H -1.7244 2.7848 -0.9892
H -3.9737 2.2175 0.6361
C 3.5847 0.7670 1.6073
O 2.5574 0.9983 2.5437
H 3.4285 -0.0560 0.9041
H 3.8019 1.6660 1.0143
H 4.5095 0.5318 2.1355
H 1.7762 1.2886 2.0603
```

Its spin multiplicity is 11. As for the expectation value of S²: 30.01. Its HOMO energy (alpha / beta) is -0.346 / -0.344 Ha. As for the gap between HOMO and LUMO (alpha / beta): 8.222 / 6.296 eV. The calculation puts the total energy at -147895.37938 eV. Its relative energy (zero: lowest compared OMol25 entry of this formula, charge and spin) is 0.0 kJ/mol.

---

No. 5
Below is a molecular structure, C7H28N14O7 in a non-equilibrium geometry, with properties calculated with the ωB97M-V functional and the def2-TZVPD basis.

The geometry in XYZ format:
```
56
C7H28N14O7 (the ωB97M-V functional and the def2-TZVPD basis)
C -1.9059 29.8147 16.3793
O -2.7591 30.3334 17.1434
N -1.9065 28.5577 16.0129
N -1.0038 30.4836 15.7151
H -2.5789 27.9854 16.5033
H -1.0493 28.1715 15.6439
H -0.9385 31.4913 15.7333
H -0.1692 29.9148 15.7099
C -2.6092 27.3631 10.2289
O -3.3944 27.8572 9.4115
N -2.4148 26.0602 10.4572
N -1.8729 27.9934 11.1123
H -3.0400 25.6102 9.8040
H -1.7105 25.7926 11.1299
H -1.8291 28.9901 11.2696
H -1.0796 27.5236 11.5248
C -4.3561 28.7314 12.9519
O -5.1250 29.6081 12.5551
N -4.2677 28.2530 14.1384
N -3.3523 28.3505 12.2016
H -4.7733 28.7482 14.8591
H -3.6752 27.4449 14.2645
H -3.1948 28.7119 11.2717
H -2.6964 27.6538 12.5249
C 1.4422 27.9169 14.0062
O 1.5837 29.1240 13.6704
N 1.4346 27.0216 13.0639
N 1.2178 27.4780 15.2433
H 1.2177 26.0577 13.2733
H 1.8387 27.2741 12.1734
H 1.2627 26.5237 15.5710
H 1.0934 28.2174 15.9200
C -0.9682 29.6522 12.3121
O -1.8138 29.8643 11.4529
N -1.1578 29.4027 13.5297
N 0.2545 29.5306 12.1183
H -0.4493 29.1203 14.1918
H -2.0394 29.7852 13.8405
H 0.8205 29.2203 12.8952
H 0.6289 29.6576 11.1889
C -2.5814 32.3104 11.8126
O -3.6354 31.9176 11.5806
N -2.3719 33.5029 12.2914
N -1.4689 31.5719 11.8463
H -3.2446 34.0109 12.2724
H -1.5094 34.0236 12.2198
H -0.6322 32.0517 12.1461
H -1.3860 30.5971 11.5951
C 1.0548 30.3958 9.4586
O 0.1864 29.9222 10.1701
N 1.4567 29.9307 8.2295
N 1.6288 31.5147 9.6497
H 2.2327 30.2764 7.6833
H 0.9228 29.1031 8.0057
H 2.2831 31.9225 8.9972
H 1.3130 32.0419 10.4512
```

Its HOMO energy is -0.250 Ha. As for the gap between HOMO and LUMO: 5.975 eV. The calculation puts the total energy at -42884.42048 eV. Its relative energy (zero: lowest compared OMol25 entry of this formula, charge and spin) is 2970.2 kJ/mol.

---

Which M belongs to each record? In order, 332.2 439.4 243.3 624.2 420.4 g/mol.